(1)
Computed, not measured: 2 unconnected molecules or ions with the total composition C4H11NO2 at a distorted geometry, with the ωB97M-V functional and the def2-TZVPD basis.

XYZ file:
```
18
Properties=species:S:1:pos:R:3:forces:R:3
O -2.4404 1.3935 -0.3874 1.378 -0.531 -0.660
O 0.3341 0.3691 -2.2454 0.271 -0.085 0.876
N -0.6723 0.1807 -1.2722 -0.388 0.327 0.027
C 0.6896 -0.5944 1.7142 -0.274 -0.161 0.044
C -1.3902 -1.0631 -1.4504 -0.231 -0.071 -0.090
C 1.7660 0.4668 1.6847 0.183 0.134 0.071
C -1.3365 1.3343 -0.9195 -0.858 0.301 0.537
H -0.7338 2.2375 -1.1095 0.038 -0.168 -0.117
H 1.5091 1.2924 2.3549 0.136 -0.041 -0.116
H -0.2871 -0.1563 1.4923 0.058 -0.157 -0.002
H 2.7249 0.0483 2.0043 -0.035 0.159 -0.077
H 0.8979 -1.3735 0.9746 -0.120 -0.014 0.110
H 1.8858 0.8692 0.6743 0.055 0.084 0.109
H 1.1382 0.1716 -1.7286 -0.225 0.151 -0.536
H -0.6731 -1.8800 -1.5661 -0.119 0.180 0.062
H 0.6329 -1.0612 2.7013 -0.028 -0.020 -0.124
H -2.0261 -1.2465 -0.5796 0.173 0.138 -0.143
H -2.0191 -0.9883 -2.3420 -0.013 -0.226 0.028
```
Forces are in eV/Å.

Calculated values
Energy ... -9909.7764 eV
Structure (SMILES) ... CN(O)C=O.CC

(2)
Computed, not measured: a molecular structure, C23H18N5O3PtS2 at a distorted geometry, with the ωB97M-V functional and the def2-TZVPD basis.

XYZ file:
```
52
Properties=species:S:1:pos:R:3:forces:R:3
Pt 0.3881 -0.3895 0.0112 0.797 -0.686 0.435
S 2.4178 0.7035 0.2176 -0.554 -0.250 -0.057
S 0.8812 -0.9335 -3.0952 -0.054 0.066 -0.043
O 1.5488 -0.1662 -4.1217 0.022 -0.022 -0.003
O -1.2645 -1.6791 -0.0256 0.004 0.503 -0.193
O 1.6497 -1.8969 -2.3639 0.027 -0.054 0.026
N 0.5664 -0.6431 1.9786 -0.131 0.349 -0.184
N 0.1124 0.0107 -2.0285 -0.098 0.105 0.100
N -1.2822 1.5377 -0.1977 -0.378 0.318 0.059
N 1.7025 -0.2260 2.6591 0.044 -0.039 0.091
N 3.7076 0.8508 2.5393 -0.051 0.008 0.022
C -1.4570 1.8175 -1.5065 0.060 -0.071 -0.039
C -0.7340 1.0233 -2.4765 0.034 -0.068 -0.158
C -2.7728 3.2951 0.4016 -0.068 0.073 0.043
C -0.4161 -0.9813 2.7369 0.120 -0.194 0.064
C -0.9560 1.3296 -3.8129 0.036 -0.035 0.186
C -0.4725 -1.8710 -5.3038 0.008 -0.032 0.027
C -1.4665 -2.6121 -5.9298 0.000 0.002 0.000
C -0.4205 -1.8366 -3.9196 0.008 0.009 -0.010
C -4.1713 -2.7122 1.8201 0.050 0.026 -0.014
C 2.5687 0.3771 1.9109 -0.005 0.079 -0.109
C -2.0338 -1.8619 0.9946 0.144 -0.074 0.082
C -1.6858 -1.5415 2.3400 -0.067 0.110 -0.121
C -2.3221 2.8600 -1.9234 0.062 -0.094 0.026
C -2.3364 -3.2590 -3.7810 0.007 0.006 0.016
C -1.8335 2.3540 -4.2041 -0.019 0.023 -0.037
C -2.9752 3.6013 -0.9118 0.036 -0.018 0.001
C -3.3048 -2.4584 0.7855 -0.045 -0.051 0.003
C -3.8273 -2.3898 3.1390 -0.012 0.005 0.018
C -2.5991 -1.8158 3.3710 -0.016 0.018 0.034
C -1.3459 -2.5252 -3.1464 -0.009 0.029 -0.017
C -2.3967 -3.3050 -5.1688 0.002 -0.008 -0.008
C -1.9048 2.2308 0.7139 0.033 -0.045 -0.101
C -2.5078 3.1181 -3.2977 -0.050 0.070 -0.051
H -3.2662 3.8469 1.1915 0.008 -0.004 0.005
H -1.2957 -2.4615 -2.0649 -0.008 -0.006 0.016
H -5.1333 -3.1660 1.6104 -0.004 0.007 -0.010
H -3.1721 -3.8819 -5.6582 -0.007 0.007 0.003
H -4.5088 -2.5887 3.9555 0.003 0.002 0.000
H -3.6320 4.4149 -1.1991 -0.017 -0.015 -0.019
H -1.7220 1.9418 1.7462 -0.006 0.026 0.003
H 3.8732 0.4215 3.4362 0.033 -0.016 -0.012
H -3.1747 3.9122 -3.6117 -0.003 0.003 0.016
H -0.4156 0.7916 -4.5721 -0.034 0.065 -0.076
H -2.3084 -1.5637 4.3861 0.006 -0.007 -0.003
H -1.9655 2.5421 -5.2634 0.024 -0.023 -0.008
H 0.2652 -1.3199 -5.8717 -0.004 0.005 -0.006
H -0.2422 -0.8525 3.8030 0.038 -0.110 -0.003
H -3.0671 -3.7954 -3.1880 0.002 -0.003 -0.002
H -1.5166 -2.6437 -7.0112 0.005 -0.002 0.000
H -3.5707 -2.6997 -0.2365 0.017 0.002 -0.004
H 4.5156 0.9054 1.9421 0.011 0.011 0.011
```
Forces are in eV/Å.

Calculated values
Energy ... -62656.6484 eV
Total charge ... -1

Highest occupied orbital energy
In order: -9.849, -4.218
Unit: eV